(1)
{"formula": "C8H9I3O4RuSSc", "method": "ωB97M-V/def2-TZVPD", "elements": ["I", "I", "Ru", "Sc", "S", "C", "C", "C", "C", "C", "C", "C", "C", "O", "O", "O", "O", "H", "H", "H", "H", "H", "H", "H", "H", "H", "I"], "positions_angstrom": [[1.3684, -3.6272, 1.5421], [1.5487, 3.5583, 1.5548], [-0.0335, 1.3409, 1.8527], [-0.1107, -1.3339, 1.7915], [1.1379, -0.0011, 0.2084], [-1.4719, -1.9097, 0.6206], [-1.1424, -1.9657, 3.2474], [0.6082, -0.0169, -1.5950], [1.4702, 1.0937, -2.2157], [-0.8705, 0.2677, -1.8182], [1.0221, -1.3954, -2.1223], [-0.8807, 1.9741, 3.4138], [-1.4716, 2.0308, 0.8337], [-1.7329, -2.4431, 4.1116], [-2.2955, -2.2972, -0.0846], [-1.3923, 2.3967, 4.3547], [-2.3002, 2.5418, 0.2205], [1.2230, 1.1761, -3.2809], [2.5355, 0.8661, -2.1224], [1.2754, 2.0573, -1.7358], [-1.2261, -0.3571, -2.6464], [-1.0277, 1.3107, -2.0989], [-1.4788, 0.0356, -0.9423], [0.7958, -1.4414, -3.1942], [0.4820, -2.2013, -1.6202], [2.0929, -1.5688, -1.9844], [1.8759, -0.0903, 3.7100]], "forces_ev_per_a": [[0.3667, -0.7885, -0.1927], [-0.3412, -0.1799, 0.0433], [3.4464, 0.3922, -1.0174], [10.8933, 4.3047, -1.0997], [-0.7806, 0.1997, 0.4434], [-9.9253, -4.4009, -8.3746], [-7.6399, -5.1413, 10.6162], [0.5127, 0.2110, -1.7608], [0.2138, -0.1375, 0.1879], [-0.1941, 0.0388, 0.2367], [0.2655, 0.0647, 0.3997], [-3.5015, 2.5075, 5.0855], [-3.1981, 2.1589, -2.7114], [2.4779, 2.0032, -3.5517], [3.4565, 1.5528, 2.9707], [1.8596, -1.5313, -3.1600], [2.6569, -1.7858, 2.1247], [0.0095, -0.0192, 0.1434], [-0.0742, 0.0456, -0.1261], [-0.0649, -0.0149, -0.1845], [0.0368, 0.1443, 0.1328], [-0.0883, -0.0666, 0.1183], [-0.1679, 0.0654, -0.1763], [0.0617, 0.0347, 0.1722], [-0.1629, -0.0877, -0.1042], [-0.0531, 0.0009, -0.1428], [-0.0654, 0.4291, -0.0726]], "energy_ev": -74999.168, "s_squared": 8.782, "multiplicity": 6, "charge": 4, "e_above_lowest_kcal_mol": 67.32}


(2)
{"formula": "C8H9IN2O2S", "method": "ωB97M-V/def2-TZVPD", "elements": ["N", "C", "C", "C", "C", "C", "C", "C", "N", "S", "O", "O", "C", "I", "H", "H", "H", "H", "H", "H", "H", "H", "H"], "positions_angstrom": [[-3.6315, -0.9085, 0.0497], [-2.5188, -0.6116, 0.0242], [-1.1206, -0.1903, 0.1710], [-0.4570, -0.8601, 1.3296], [0.9607, -0.9701, 0.6550], [0.6120, -1.7174, -0.6032], [-0.2608, -0.4375, -1.1400], [0.7732, 0.7158, -1.1132], [0.1293, 1.9783, -1.0769], [-1.1113, 1.7922, 0.1779], [-2.3200, 2.1498, -0.4272], [-0.5859, 2.4093, 1.3771], [1.4971, 0.4107, 0.2609], [3.6237, 0.2814, 0.1178], [-0.9183, -1.8147, 1.5795], [-0.4448, -0.2721, 2.3395], [1.5721, -1.5199, 1.3327], [1.5051, -2.1470, -1.0457], [-0.0125, -2.4942, -0.3459], [-0.9470, -0.4058, -1.9711], [1.5139, 0.7216, -1.9325], [0.8325, 2.7144, -0.7717], [1.3090, 1.1756, 1.0126]], "forces_ev_per_a": [[0.5135, -0.0717, -0.1912], [-0.2784, 0.5875, 0.2793], [-1.2706, 1.6193, -1.2545], [1.8065, 1.7698, 1.6715], [-0.7622, -0.7191, 2.1862], [0.1058, 2.9305, -0.7710], [1.1071, -0.8623, 1.1151], [1.3844, -1.1395, 0.5923], [-0.6922, 1.3580, 1.3859], [2.7036, -0.6899, -0.3021], [-1.9706, 0.8315, -0.3257], [-0.7608, -0.5771, -0.3809], [0.1592, -0.9172, -0.3123], [0.1226, 0.1674, -0.1594], [0.2256, -0.1135, -0.3181], [-0.1113, -0.6288, -1.9951], [0.8913, -0.2870, 0.3412], [-0.0783, 0.5886, -1.0218], [-1.4874, -1.8566, 0.2796], [0.2601, -0.4875, -0.6090], [-0.5612, -0.3527, 0.1617], [-1.3792, -1.0141, -0.2571], [0.0726, -0.1356, -0.1145]], "energy_ev": -34450.799, "smiles": "N#C[C@@]12C[C@H]3C[C@@H]1[C@@H](NS2(=O)=O)[C@@H]3I"}


(3)
{"formula": "C8H9IN3S", "method": "ωB97M-V/def2-TZVPD", "elements": ["S", "C", "N", "N", "C", "I", "C", "C", "C", "C", "C", "C", "N", "H", "H", "H", "H", "H", "H", "H", "H", "H"], "positions_angstrom": [[3.1518, 3.1136, -0.5450], [2.2812, 1.8566, 0.0530], [2.1215, 1.5402, 1.3471], [1.3265, 0.4017, 1.5100], [1.0959, -0.0758, -0.0083], [2.4775, -1.9178, -0.0077], [-0.3739, -0.5019, -0.2189], [-1.0170, 0.3847, -1.0281], [-2.3192, 0.0397, -1.3836], [-2.9838, -1.0203, -0.8166], [-2.3085, -1.7511, 0.1431], [-1.0440, -1.5680, 0.3743], [1.5929, 0.9600, -0.7456], [2.4959, 1.9229, 2.1801], [0.3761, 0.4347, 2.0198], [1.8628, -0.3527, 1.9408], [-0.4449, 1.3245, -1.4408], [-2.8342, 0.6222, -2.1052], [-3.9688, -1.3355, -1.1977], [-2.8186, -2.5616, 0.6807], [-0.4747, -2.3953, 1.0457], [1.8056, 0.8792, -1.7971]], "forces_ev_per_a": [[-0.3706, -0.5980, 0.5520], [1.5156, 2.0716, -2.5555], [-1.3770, -0.9463, 0.8570], [-1.4616, -1.1242, -0.6183], [-1.0544, -3.3418, 1.4483], [-0.4364, 0.5271, -0.2031], [2.5246, 1.2211, 0.3210], [0.0105, 1.5399, -1.4083], [-0.3744, 0.5865, -0.2667], [-0.3679, 0.1156, -0.6978], [-4.4052, -2.0855, 0.0951], [5.8002, -1.6800, 2.6993], [0.7965, 0.4908, -0.8934], [0.6218, 0.8581, 0.2761], [1.4282, 0.7714, -0.9249], [0.0995, -0.1468, 0.1782], [-1.6867, -2.0770, 0.7564], [-0.3276, 0.5142, -0.5880], [0.4960, 0.4073, 0.5199], [0.1260, 0.2929, -0.4481], [-1.1818, 2.3163, -1.5562], [-0.3757, 0.2868, 2.4571]], "energy_ev": -31839.009, "smiles": "S=C1N[NH2+][C@@](I)(c2ccccc2)N1", "charge": 1, "e_above_lowest_kcal_mol": 19.36}


(4)
{"formula": "C8H9IS", "method": "ωB97M-V/def2-TZVPD", "elements": ["C", "C", "C", "C", "C", "C", "C", "C", "S", "I", "H", "H", "H", "H", "H", "H", "H", "H", "H"], "positions_angstrom": [[-0.2157, 0.8611, 0.7575], [0.4005, 0.0712, -0.1887], [-1.5918, 0.8954, 0.6265], [-0.3859, -0.5430, -1.0572], [3.0564, -0.5465, 1.2433], [2.6616, -0.3428, 0.0177], [-2.6740, 1.5881, 1.2183], [-0.1661, -1.6120, -2.0338], [-1.9681, -0.1152, -0.7639], [3.4101, 0.0182, -1.9381], [0.5069, 1.1944, 1.5382], [4.1109, -0.6563, 1.5728], [2.2542, -0.6299, 1.8752], [-2.3825, 2.6942, 1.6458], [-3.4803, 1.6872, 0.4179], [-3.0825, 1.0673, 2.0973], [0.1700, -1.1946, -2.9514], [0.5541, -2.4147, -1.8080], [-1.1778, -2.0222, -2.2695]], "forces_ev_per_a": [[0.4593, 0.6856, 1.9729], [4.5735, -1.1369, 0.3886], [2.9540, -1.5442, -2.0829], [0.7293, -1.2513, -0.4597], [2.4878, 0.0006, -1.4247], [-4.0139, 1.3262, -2.1658], [-2.1604, 3.7587, 1.6801], [-0.7604, -1.1030, -0.9613], [-1.4540, 1.0150, 0.9183], [0.0561, -0.3195, 1.2222], [-1.4083, 0.5437, -0.2840], [-0.8663, 0.0549, -0.2676], [-1.4795, -0.2471, 2.0819], [-0.6826, -2.6248, -1.2831], [0.7397, 0.1987, 1.4095], [-0.0885, 0.0754, -0.3039], [0.4237, 0.4234, -1.0095], [-0.4393, 0.3855, 0.4657], [0.9297, -0.2409, 0.1036]], "energy_ev": -27372.732, "e_above_lowest_kcal_mol": 63.96}


(5)
{"formula": "C8H9IS", "method": "ωB97M-V/def2-TZVPD", "elements": ["C", "C", "I", "C", "C", "C", "C", "S", "C", "C", "H", "H", "H", "H", "H", "H", "H", "H", "H"], "positions_angstrom": [[0.5362, 2.6045, 1.3376], [-0.3918, 1.6998, 1.3182], [-2.2893, 1.7885, 2.2481], [-0.1224, 0.4160, 0.2878], [0.8360, -0.5786, 0.6724], [0.7851, -1.6690, -0.1379], [1.6045, -2.9345, -0.3145], [-0.3438, -1.3740, -1.4566], [-0.9436, 0.1395, -0.7653], [-1.9311, 0.9782, -1.4602], [0.4692, 3.3758, 2.0721], [1.3562, 2.3771, 0.6038], [1.5954, -0.7042, 1.4947], [2.5429, -2.6145, 0.1478], [0.9774, -3.6816, 0.0569], [1.8479, -3.0501, -1.4434], [-1.6347, 1.1177, -2.4863], [-2.7867, 0.3119, -1.4665], [-2.1076, 1.7977, -0.7085]], "forces_ev_per_a": [[1.2123, -0.0355, -0.3467], [-0.7405, -3.7409, -3.0201], [0.6597, -0.0456, 0.0290], [-1.6311, 2.5544, 3.2499], [0.9734, -1.8251, 0.3633], [-0.7483, 0.6764, -2.4352], [0.9322, 3.2042, -2.0314], [-0.5391, 0.3562, 0.7736], [2.9946, -1.2686, -0.1388], [-0.5577, -0.7309, 2.0007], [0.4995, 0.8677, -0.0723], [-0.4715, 0.8858, 1.2128], [-1.1832, 1.1497, -0.5677], [0.0524, -1.3160, 0.4459], [0.0176, -1.8576, 0.7621], [-0.5737, -0.1136, 1.9287], [0.0370, 0.9589, -0.1733], [-0.8273, 0.4148, -0.2538], [-0.1064, -0.1342, -1.7266]], "energy_ev": -27375.505, "smiles": "C=C(I)c1cc(C)sc1C", "e_above_lowest_kcal_mol": 0.00}


(6)
{"formula": "C8H9N2O4", "method": "ωB97M-V/def2-TZVPD", "elements": ["C", "C", "C", "C", "C", "C", "N", "N", "O", "O", "C", "C", "O", "O", "H", "H", "H", "H", "H", "H", "H", "H", "H"], "positions_angstrom": [[-2.4284, 0.6425, 0.5377], [-1.1157, 0.3500, -0.2036], [-0.8846, 0.7488, -1.4553], [0.2924, 0.4661, -2.2498], [1.4491, -0.0419, -1.8436], [1.7263, -0.5131, -0.4948], [2.3084, -1.8367, -0.2546], [2.3994, 0.4859, 0.2346], [3.0755, 0.2095, 1.2432], [2.2328, 1.6791, 0.0485], [-0.1935, -0.4841, 0.5827], [-0.5670, -2.0564, 0.7151], [-1.3793, -2.0607, 1.6670], [-0.1485, -2.9191, -0.0191], [-2.2524, 0.4166, 1.5436], [-3.1074, -0.1348, 0.0889], [-2.7225, 1.6635, 0.1263], [-1.6397, 1.4032, -1.8675], [0.0834, 0.8297, -3.2465], [2.0970, -0.2010, -2.6334], [3.1012, -1.7616, 0.4030], [1.5178, -2.4692, -0.0668], [0.2167, 0.1186, 1.4363]], "forces_ev_per_a": [[0.1272, -0.0442, -4.1319], [-0.1799, -0.4506, 0.3510], [-0.1656, 0.1854, 1.1240], [-1.0481, 0.7143, 0.2993], [-1.9115, -0.1511, -0.4620], [-1.2966, -1.8420, 1.6532], [0.0455, 1.7505, -0.9064], [0.9695, 1.7074, 3.5118], [0.1928, -1.5802, -0.4053], [-0.8540, 0.7524, -1.8332], [3.4502, -0.3195, -1.6170], [-1.3150, 2.9921, 2.2643], [-0.0434, -0.5496, -0.1941], [0.4939, -0.9621, -0.9933], [-0.3998, 0.4013, 1.6704], [0.1593, 0.8053, 0.8317], [-0.0675, -1.1291, 1.3978], [-0.0910, 0.0343, -0.3900], [0.8461, -0.3411, -0.5145], [1.9785, -0.4735, -1.1252], [-1.2024, -0.2164, -0.2542], [0.7198, -0.0958, 0.1218], [-0.4078, -1.1878, -0.3984]], "energy_ev": -19608.164, "smiles": "CC(/C=C\\C=C(\\N)[N+](=O)[O-])=C\\C(=O)[O-]", "charge": -1, "e_above_lowest_kcal_mol": 129.65}